{"formula": "C14H28O14S3", "method": "ωB97M-V with the def2-TZVPD basis set", "fmax_ev_per_a": 3.98, "homo_energy_ev": -9.7, "gap_ev": 9.78, "species": ["O", "S", "O", "O", "C", "C", "O", "H", "H", "H", "H", "O", "S", "O", "O", "C", "C", "O", "H", "H", "H", "H", "O", "S", "O", "O", "C", "C", "O", "H", "H", "H", "H", "C", "C", "C", "O", "C", "H", "H", "H", "H", "H", "H", "H", "H", "C", "C", "C", "O", "C", "H", "H", "H", "H", "H", "H", "H", "H"], "positions_angstrom": [[1.886, 3.050, 2.382], [2.204, 2.274, 1.212], [3.460, 2.511, 0.618], [1.838, 0.664, 1.437], [0.504, 0.309, 1.122], [-0.079, 1.590, 0.502], [1.020, 2.309, 0.042], [0.469, -0.584, 0.499], [-0.038, 0.029, 2.026], [-0.692, 2.091, 1.252], [-0.725, 1.496, -0.371], [-4.967, 5.444, -3.444], [-4.224, 4.812, -2.362], [-4.182, 3.371, -2.274], [-2.719, 5.532, -2.230], [-2.758, 6.766, -1.548], [-4.097, 6.856, -0.832], [-4.628, 5.537, -0.944], [-1.950, 6.884, -0.825], [-2.534, 7.574, -2.244], [-4.828, 7.554, -1.240], [-3.868, 7.004, 0.223], [4.826, -3.125, -5.211], [5.234, -1.725, -5.396], [6.032, -1.341, -6.574], [3.930, -0.763, -5.136], [3.649, -0.467, -3.823], [4.881, -0.921, -3.033], [5.888, -1.138, -3.965], [3.257, 0.526, -3.608], [2.874, -1.157, -3.489], [4.770, -1.752, -2.336], [5.197, -0.106, -2.383], [-3.958, 0.935, 5.483], [-4.167, 2.228, 4.703], [-5.015, 1.875, 3.503], [-4.615, 0.503, 3.122], [-4.272, -0.146, 4.362], [-4.660, 0.800, 6.305], [-2.943, 0.790, 5.854], [-3.237, 2.669, 4.344], [-4.789, 2.907, 5.285], [-4.897, 2.603, 2.701], [-6.085, 1.999, 3.668], [-3.344, -0.679, 4.159], [-5.090, -0.817, 4.628], [2.849, -7.098, 0.513], [3.440, -7.460, -0.795], [3.516, -6.175, -1.602], [2.564, -5.323, -0.966], [1.892, -6.073, 0.100], [3.501, -6.720, 1.301], [2.404, -7.935, 1.049], [2.657, -8.033, -1.291], [4.381, -8.003, -0.881], [3.190, -6.406, -2.617], [4.500, -5.709, -1.623], [0.932, -6.451, -0.252], [1.618, -5.385, 0.900]], "forces_ev_per_a": [[-0.367, -1.029, -1.029], [-2.651, -0.929, -0.008], [0.175, -0.752, -0.512], [1.916, 0.969, 0.652], [-0.779, 0.090, 0.017], [-1.343, -0.674, -0.146], [1.954, 1.837, 0.989], [0.480, 0.257, -0.369], [0.118, 0.258, 0.179], [0.358, 0.508, 0.125], [0.091, -0.557, 0.068], [1.268, -1.023, 1.673], [0.127, 2.121, 0.038], [0.358, 2.391, 0.381], [-0.452, -1.811, -0.950], [0.538, 1.098, -0.452], [0.004, -0.479, -0.006], [-1.002, -1.718, -0.445], [0.141, -0.913, 0.053], [-0.590, 0.012, -0.305], [0.269, 0.143, 0.071], [-0.639, 0.169, -0.041], [0.879, 2.873, -0.462], [0.121, -0.426, 0.840], [-2.196, -0.546, 3.269], [0.606, -0.152, -3.377], [-0.934, -2.045, 2.178], [0.195, 1.391, 1.490], [1.227, -1.167, -2.364], [0.676, 0.260, -0.684], [-0.480, 0.094, -0.135], [-0.443, -0.433, -0.551], [0.340, 0.142, -0.171], [-0.543, -1.142, -1.337], [-0.694, 0.362, 0.252], [0.171, -0.755, -0.766], [-0.420, 1.907, 1.022], [0.644, 0.436, -0.033], [0.064, 0.229, 0.002], [-0.103, 0.172, 0.017], [-0.012, 0.118, 0.379], [0.623, 0.504, 0.161], [0.699, -0.441, -0.469], [-0.286, -0.819, 0.566], [-0.252, -0.459, 0.002], [0.138, -0.107, 0.195], [0.662, -0.942, 2.082], [0.639, -0.819, -1.502], [-0.589, -0.132, 0.354], [-0.589, 0.036, 0.720], [-0.847, 2.024, -0.649], [0.607, 0.406, -0.443], [-0.387, -0.236, -0.409], [0.172, -0.487, -0.097], [-0.097, -0.176, 0.505], [0.150, 0.334, -0.222], [-0.022, 0.121, 0.102], [0.040, -0.360, -0.394], [0.265, 0.268, -0.056]]}

---

{"formula": "C23H28N2O5", "method": "ωB97M-V with the def2-TZVPD basis set", "fmax_ev_per_a": 0.88, "homo_energy_ev": -8.2, "gap_ev": 7.83, "species": ["C", "C", "O", "C", "C", "C", "C", "C", "O", "C", "C", "O", "C", "O", "N", "C", "C", "N", "C", "C", "C", "C", "C", "C", "C", "C", "C", "O", "C", "C", "H", "H", "H", "H", "H", "H", "H", "H", "H", "H", "H", "H", "H", "H", "H", "H", "H", "H", "H", "H", "H", "H", "H", "H", "H", "H", "H", "H"], "positions_angstrom": [[-6.650, -1.418, -1.639], [-5.818, -1.912, -0.460], [-5.574, -0.897, 0.496], [-4.617, 0.032, 0.278], [-3.758, 0.078, -0.818], [-2.779, 1.049, -0.895], [-2.634, 2.004, 0.107], [-1.557, 2.995, 0.110], [-1.869, 4.176, 0.622], [-0.269, 2.733, -0.281], [0.785, 3.679, -0.032], [0.644, 4.825, 0.390], [2.095, 2.968, -0.322], [3.222, 3.397, -0.221], [1.759, 1.720, -0.728], [2.732, 0.713, -1.064], [3.256, -0.026, 0.183], [4.022, -1.187, -0.218], [5.376, -1.234, 0.298], [6.263, -0.218, -0.415], [3.289, -2.433, -0.161], [3.020, -2.989, 1.244], [0.332, 1.446, -0.778], [-0.060, 0.261, 0.049], [-0.234, 0.111, 1.394], [-0.606, -1.240, 1.595], [-0.630, -1.807, 0.360], [-0.301, -0.908, -0.582], [-3.533, 1.989, 1.177], [-4.499, 1.016, 1.267], [-7.593, -1.015, -1.280], [-6.129, -0.635, -2.185], [-6.853, -2.244, -2.315], [-6.375, -2.674, 0.092], [-4.874, -2.354, -0.801], [-3.835, -0.640, -1.619], [-2.148, 1.081, -1.768], [-1.044, 4.737, 0.656], [3.569, 1.201, -1.567], [2.274, -0.006, -1.747], [3.874, 0.665, 0.760], [2.400, -0.303, 0.811], [5.415, -1.055, 1.386], [5.767, -2.237, 0.110], [6.238, -0.396, -1.486], [5.925, 0.798, -0.226], [7.288, -0.310, -0.065], [3.853, -3.173, -0.736], [2.335, -2.275, -0.672], [3.955, -3.202, 1.756], [2.453, -2.279, 1.841], [2.447, -3.909, 1.172], [0.061, 1.229, -1.823], [-0.110, 0.866, 2.143], [-0.823, -1.715, 2.529], [-0.852, -2.803, 0.031], [-3.445, 2.740, 1.946], [-5.182, 0.983, 2.101]], "forces_ev_per_a": [[0.232, 0.020, 0.354], [-0.175, -0.245, -0.380], [0.031, 0.228, 0.183], [0.192, 0.272, 0.096], [-0.233, -0.330, -0.024], [0.056, 0.347, 0.235], [-0.355, 0.095, -0.034], [0.462, -0.042, -0.152], [0.014, 0.033, 0.075], [-0.033, 0.221, 0.026], [-0.789, 0.207, 0.061], [0.250, -0.130, -0.027], [0.540, -0.096, -0.116], [0.016, 0.161, 0.089], [-0.235, 0.168, 0.001], [0.323, -0.119, 0.237], [-0.169, 0.058, -0.286], [0.103, 0.073, -0.045], [0.107, 0.167, -0.148], [-0.074, -0.260, 0.203], [-0.054, -0.171, 0.171], [0.078, 0.208, -0.288], [-0.327, -0.316, -0.128], [0.053, 0.369, 0.797], [0.127, 0.145, -0.687], [-0.008, -0.285, -0.387], [-0.156, -0.311, 0.759], [0.160, 0.093, -0.519], [0.125, 0.002, -0.148], [-0.133, -0.209, -0.083], [-0.094, 0.023, 0.001], [0.010, 0.044, -0.093], [-0.029, -0.076, -0.101], [0.150, 0.058, -0.092], [-0.064, 0.022, 0.096], [-0.047, -0.073, -0.059], [0.116, -0.039, -0.091], [-0.024, -0.206, -0.084], [-0.054, -0.093, -0.035], [0.010, 0.027, -0.006], [-0.028, 0.011, 0.030], [0.092, 0.033, 0.010], [0.019, -0.108, -0.037], [-0.008, -0.012, 0.080], [0.007, -0.009, -0.119], [-0.014, 0.169, 0.011], [0.144, 0.081, 0.032], [-0.105, -0.003, -0.043], [-0.007, -0.071, -0.061], [0.089, -0.058, 0.097], [-0.073, 0.037, 0.098], [-0.070, -0.126, 0.053], [0.024, 0.012, 0.137], [0.012, 0.242, 0.128], [-0.070, -0.182, 0.167], [-0.027, -0.112, -0.151], [-0.012, 0.061, 0.090], [-0.076, -0.003, 0.107]]}

---

{"formula": "C16H44N16O7PS", "method": "ωB97M-V with the def2-TZVPD basis set", "fmax_ev_per_a": 2.90, "charge": 1, "homo_energy_ev": -11.2, "gap_ev": 8.05, "species": ["C", "C", "N", "C", "N", "C", "C", "N", "N", "C", "C", "C", "O", "C", "C", "P", "S", "H", "H", "H", "H", "H", "H", "H", "H", "H", "H", "H", "H", "H", "H", "H", "H", "H", "H", "H", "H", "C", "O", "N", "N", "H", "H", "H", "H", "C", "O", "N", "N", "H", "H", "H", "H", "C", "O", "N", "N", "H", "H", "H", "H", "C", "O", "N", "N", "H", "H", "H", "H", "C", "O", "N", "N", "H", "H", "H", "H", "C", "O", "N", "N", "H", "H", "H", "H"], "positions_angstrom": [[0.076, 1.370, 1.725], [-0.714, 0.309, 2.048], [-1.716, -0.314, 1.186], [-1.272, -1.144, 0.173], [-0.734, -2.287, 0.424], [-0.570, -2.886, 1.741], [-0.647, -4.424, 1.635], [-1.473, -5.008, 0.905], [-1.420, -0.688, -1.113], [-2.367, -1.439, -1.962], [-1.712, 0.756, -0.910], [-2.264, 1.603, -2.051], [-1.249, 2.534, -2.336], [-1.657, 3.449, -3.348], [-2.447, 0.744, 0.409], [-4.210, 0.104, 0.430], [-5.141, 0.719, 2.019], [1.162, 1.341, 1.714], [-0.380, 2.340, 1.515], [-0.658, -0.085, 3.062], [-0.412, -2.849, -0.366], [-1.322, -2.581, 2.466], [0.447, -2.662, 2.063], [0.035, -4.993, 2.258], [-2.062, -4.326, 0.418], [-2.412, -2.489, -1.684], [-2.036, -1.377, -2.997], [-3.368, -1.003, -1.953], [-0.706, 1.167, -0.794], [-3.157, 2.135, -1.697], [-2.481, 1.051, -2.973], [-0.812, 4.113, -3.531], [-1.864, 2.934, -4.293], [-2.490, 4.087, -3.037], [-2.556, 1.707, 0.900], [-4.223, -1.307, 0.377], [-4.863, 0.620, -0.715], [4.148, 1.956, 1.124], [3.224, 2.750, 1.208], [4.522, 1.408, -0.079], [4.867, 1.549, 2.197], [5.274, 0.753, -0.181], [4.007, 1.696, -0.895], [4.616, 1.925, 3.096], [5.626, 0.895, 2.146], [-1.724, -3.997, 5.320], [-0.890, -3.116, 5.162], [-2.166, -4.383, 6.547], [-2.273, -4.658, 4.259], [-2.848, -5.103, 6.693], [-1.777, -3.912, 7.344], [-1.948, -4.375, 3.356], [-2.959, -5.385, 4.335], [3.844, 0.579, 5.955], [4.802, 0.804, 5.231], [2.639, 1.203, 5.794], [3.901, -0.314, 6.982], [1.843, 1.033, 6.378], [2.562, 1.870, 5.048], [4.773, -0.789, 7.128], [3.130, -0.515, 7.589], [-3.400, 3.519, -6.694], [-2.942, 2.641, -5.975], [-2.828, 3.859, -7.882], [-4.519, 4.224, -6.363], [-3.185, 4.574, -8.487], [-2.003, 3.358, -8.154], [-4.965, 3.997, -5.494], [-4.911, 4.947, -6.936], [2.717, -2.538, -0.806], [1.770, -3.322, -0.807], [3.980, -2.934, -1.103], [2.569, -1.215, -0.512], [4.769, -2.316, -1.110], [4.118, -3.904, -1.325], [1.644, -0.899, -0.290], [3.323, -0.548, -0.505], [2.536, 2.153, -3.648], [2.521, 3.247, -3.118], [3.667, 1.625, -4.211], [1.425, 1.359, -3.723], [3.702, 0.727, -4.654], [4.500, 2.184, -4.175], [0.575, 1.718, -3.321], [1.418, 0.453, -4.153]], "forces_ev_per_a": [[-1.027, 0.347, -0.198], [1.283, -0.999, 0.723], [-0.811, 2.765, -0.353], [0.396, 0.062, 0.378], [-0.385, -0.998, 0.000], [1.048, -1.185, -0.004], [0.377, 1.229, 0.017], [-0.667, -0.625, -0.515], [-1.327, -0.233, 0.649], [0.332, 0.069, -0.860], [0.707, 0.337, -0.516], [0.185, -0.065, -0.001], [-0.084, 0.141, 0.061], [0.685, 0.385, -0.566], [-1.004, -0.919, -0.620], [-1.125, 1.173, 1.184], [0.236, -0.109, -0.042], [0.098, 0.481, 1.962], [0.164, -0.351, -1.962], [1.011, -1.431, -0.593], [0.517, 0.242, 0.141], [0.158, 0.569, -0.053], [-0.197, 0.319, 0.434], [0.088, -0.030, 0.050], [-0.063, -0.176, -0.126], [0.034, 0.013, 0.103], [0.092, -0.119, -0.002], [0.001, -0.057, 0.256], [-0.215, 0.316, 0.451], [-0.138, -0.096, -0.243], [-0.338, -0.163, 0.196], [0.087, -0.059, 0.171], [-0.251, 0.096, 0.379], [-0.168, -0.297, 0.100], [0.359, -0.053, 0.248], [0.439, 0.161, -0.614], [0.422, -0.521, -0.269], [0.094, 0.121, 0.256], [-0.189, -0.215, -0.039], [-0.322, -0.400, -0.440], [-0.094, 0.089, 0.046], [0.183, 0.210, 0.056], [0.142, 0.242, -0.005], [0.156, -0.202, 0.099], [0.003, 0.018, 0.060], [-0.079, -0.033, 0.131], [0.016, 0.049, -0.146], [0.081, 0.081, 0.073], [-0.023, 0.086, 0.011], [0.007, 0.003, -0.033], [-0.013, -0.016, -0.008], [-0.291, -0.290, 0.125], [0.022, -0.002, -0.008], [-0.060, -0.016, 0.095], [-0.055, 0.084, -0.162], [-0.041, 0.042, -0.157], [0.099, -0.102, 0.024], [0.036, -0.004, 0.024], [-0.008, 0.027, 0.050], [-0.013, 0.026, 0.008], [-0.006, 0.027, -0.017], [-0.049, 0.065, -0.161], [-0.157, -0.083, -0.164], [0.124, -0.063, -0.026], [-0.043, -0.020, 0.148], [-0.016, -0.002, 0.023], [-0.021, 0.015, -0.004], [-0.016, 0.003, -0.036], [0.022, -0.012, -0.014], [0.009, 0.213, 0.015], [-0.258, 0.060, 0.082], [0.012, -0.211, -0.067], [-0.062, -0.138, -0.030], [-0.025, 0.016, 0.021], [0.012, 0.024, 0.011], [0.029, 0.100, -0.020], [-0.074, 0.043, 0.108], [-0.096, 0.009, -0.087], [0.051, -0.041, 0.071], [0.215, -0.088, 0.138], [-0.161, -0.109, 0.127], [-0.044, 0.028, -0.048], [-0.036, 0.038, -0.066], [-0.034, 0.071, 0.033], [0.056, 0.038, -0.061]]}

---

{"formula": "C3H5NS", "method": "ωB97M-V with the def2-TZVPD basis set", "fmax_ev_per_a": 6.84, "homo_energy_ev": -7.9, "gap_ev": 8.06, "species": ["C", "C", "C", "N", "S", "H", "H", "H", "H", "H"], "positions_angstrom": [[2.384, -0.639, 0.236], [1.224, -0.131, 0.184], [-0.015, 0.339, -0.215], [-1.356, 0.187, 0.276], [-3.075, 0.985, 0.190], [2.536, -1.589, -0.035], [3.319, -0.015, 0.639], [-0.168, 0.845, -1.080], [-1.603, -0.499, 0.964], [-3.247, 0.517, -1.159]], "forces_ev_per_a": [[3.435, 3.872, 2.219], [-6.200, 2.600, -1.284], [0.776, -1.760, 2.937], [-1.724, -0.441, 1.507], [3.305, -1.166, -2.613], [0.904, -3.541, -1.199], [-2.112, -1.504, -0.699], [0.797, 1.516, -2.878], [0.964, -0.303, 0.154], [-0.144, 0.726, 1.857]]}

---

{"formula": "C8H12NP", "method": "ωB97M-V with the def2-TZVPD basis set", "fmax_ev_per_a": 5.52, "homo_energy_ev": -8.1, "gap_ev": 8.98, "species": ["C", "C", "C", "C", "C", "C", "C", "C", "N", "P", "H", "H", "H", "H", "H", "H", "H", "H", "H", "H", "H", "H"], "positions_angstrom": [[-1.835, 1.658, 0.711], [-2.762, 0.749, 0.231], [-0.445, 1.439, 0.513], [-2.369, -0.452, -0.409], [-0.122, 0.162, -0.049], [-1.024, -0.826, -0.484], [1.989, -0.599, 1.405], [1.735, -0.350, -0.121], [-0.584, -1.952, -1.073], [2.982, 0.553, -1.066], [-2.347, 2.682, 0.878], [-3.829, 1.016, 0.398], [0.088, 2.355, 0.785], [-3.093, -1.192, -0.806], [1.234, -1.259, 1.847], [2.945, -1.084, 1.643], [2.022, 0.226, 2.078], [1.670, -1.283, -0.559], [-1.401, -2.424, -1.579], [0.302, -2.001, -1.463], [2.682, 1.877, -0.648], [2.164, 0.707, -2.230]], "forces_ev_per_a": [[-0.698, 1.491, -1.177], [-0.542, -1.145, -0.136], [-2.335, -1.194, -0.366], [-0.839, -0.318, 0.665], [4.618, 1.137, 0.560], [0.262, 3.531, 0.621], [0.511, -1.047, -0.345], [-4.032, 2.094, 3.139], [-4.069, -2.527, -0.597], [-0.319, 0.786, -0.434], [1.588, -1.561, 0.446], [0.809, -0.516, -0.523], [1.065, -1.059, -0.322], [0.158, 0.726, 0.325], [-0.068, 0.037, -0.451], [0.099, -0.171, -0.580], [-0.296, 1.331, -0.070], [0.027, -1.944, -0.849], [2.293, 0.596, 0.783], [1.344, -0.056, -0.929], [0.089, -0.098, 0.091], [0.337, -0.094, 0.149]]}

---

{"formula": "C2H10P2Si", "method": "ωB97M-V with the def2-TZVPD basis set", "fmax_ev_per_a": 3.12, "homo_energy_ev": [-7.9, -9.1], "gap_ev": [6.51, 8.51], "species": ["C", "C", "Si", "P", "P", "H", "H", "H", "H", "H", "H", "H", "H", "H", "H"], "positions_angstrom": [[-0.823, 1.817, -1.184], [0.137, -0.895, -0.445], [0.877, 0.764, -1.064], [-0.615, 0.306, 2.847], [1.033, -2.398, -0.139], [-1.329, 1.554, -0.224], [-0.732, 2.865, -1.260], [-1.558, 1.581, -1.880], [-0.863, -0.913, 0.211], [1.599, 0.421, -2.322], [1.976, 1.321, -0.123], [-1.211, -0.916, 3.251], [-0.370, 0.707, 4.237], [1.690, -2.743, -1.363], [0.190, -3.474, -0.541]], "forces_ev_per_a": [[1.822, -1.241, 2.205], [-1.421, 0.108, 1.280], [-1.614, -0.359, 0.429], [0.143, 0.352, 0.898], [0.236, -0.755, -0.736], [0.539, 0.442, -0.340], [0.453, 1.317, 0.223], [-0.788, -1.069, -1.768], [2.195, 0.306, -1.650], [-0.210, 0.257, 0.065], [-1.013, -0.192, -0.550], [0.030, 0.003, 0.012], [-0.158, -0.300, -0.868], [0.361, 0.818, 0.210], [-0.575, 0.313, 0.589]]}